(1)
Below is a cluster of 2 separate species, C4H8N2O2 in total, with properties calculated with ωB97M-V with the def2-TZVPD basis set.

Atoms and positions in Å:
C -0.269 -0.495 1.082
C 1.374 -0.451 1.049
C 0.154 0.596 -0.916
C -0.604 -0.312 -0.311
H -1.794 0.829 1.572
H -0.771 -1.397 1.412
H 1.536 -1.453 0.610
H 1.682 -0.017 2.056
H 2.257 0.898 -0.108
H 0.241 2.230 -1.989
H -1.597 0.186 -0.328
H -1.595 -1.416 -1.797
N 1.344 0.440 -0.080
N -0.349 1.365 -1.904
O -0.845 0.498 1.851
O -0.511 -1.563 -0.971

ΔE to the lowest compared entry with this formula, charge and spin = 655.5 kJ/mol
E_tot = -11347.3188 eV
LUMO = -0.0515 eV
E_HOMO = -9.0 eV
molecular weight = 116.1 u

Atomic partial charges in e from the Löwdin method, atoms 1 to 4:
1. C -0.35
2. C -0.06
3. C -0.37
4. C -0.53


(2)
Below is a structure of composition C20H40N2O5S2, with properties calculated with ωB97M-V with the def2-TZVPD basis set.

Atoms and positions in Å:
C 2.616 3.206 0.765
O 2.512 4.623 0.978
C 1.901 5.295 -0.130
C 0.511 4.609 -0.421
C 0.396 3.810 -1.707
C -0.892 3.139 -1.950
S -1.013 2.123 -3.481
C -2.020 3.290 -0.987
N -3.295 2.733 -1.123
S -4.076 3.285 0.247
N -2.970 4.184 1.122
C -1.856 4.107 0.285
C -0.550 4.779 0.556
H 1.690 2.636 1.083
H 3.461 2.777 1.381
H 2.778 3.042 -0.339
H 1.667 6.357 0.180
H 2.555 5.347 -1.049
H 1.252 3.742 -2.420
H -0.011 1.187 -3.270
H -0.335 5.385 1.478
C 1.956 2.510 -6.281
C 2.729 3.532 -5.461
C 3.906 4.094 -6.244
O 3.205 2.919 -4.261
H 2.593 1.662 -6.551
H 1.122 2.108 -5.702
H 1.563 2.956 -7.198
H 2.062 4.345 -5.166
H 4.610 3.301 -6.511
H 4.457 4.818 -5.640
H 3.572 4.586 -7.160
H 3.796 2.198 -4.510
C -5.919 -1.011 1.442
C -4.718 -1.546 0.678
C -3.414 -1.155 1.353
O -4.737 -1.034 -0.654
H -5.898 0.083 1.485
H -6.848 -1.290 0.940
H -5.944 -1.399 2.463
H -4.783 -2.635 0.607
H -3.307 -0.066 1.393
H -2.560 -1.536 0.789
H -3.363 -1.548 2.371
H -4.681 -0.071 -0.602
C -1.536 -4.694 -0.241
C -1.381 -4.625 1.271
C -0.134 -5.358 1.735
O -2.531 -5.200 1.892
H -1.633 -5.732 -0.575
H -2.442 -4.173 -0.558
H -0.678 -4.244 -0.746
H -1.332 -3.580 1.587
H -0.183 -6.419 1.469
H -0.042 -5.309 2.822
H 0.765 -4.928 1.290
H -2.584 -6.124 1.619
C 1.261 -3.668 5.058
C 2.462 -4.203 4.293
C 3.767 -3.812 4.969
O 2.444 -3.691 2.961
H 1.283 -2.575 5.103
H 0.331 -3.946 4.557
H 1.237 -4.057 6.079
H 2.397 -5.291 4.221
H 3.873 -2.723 5.011
H 4.620 -4.192 4.404
H 3.817 -4.205 5.987
H 2.501 -2.728 3.012

ΔE to the lowest compared entry with this formula, charge and spin = 152.8 kJ/mol
E_tot = -56274.0024 eV
LUMO = -1.1628 eV
E_HOMO = -8.7 eV
molecular weight = 452.7 u

Atomic partial charges in e from the Löwdin method, atoms 1 to 4:
1. C -0.11
2. O -0.21
3. C -0.19
4. C -0.17


Q: Which formula does entry 2 have?
A: C20H40N2O5S2


Q: The highest E_tot belongs to which entry?
A: C4H8N2O2


Q: Which value of E_HOMO does entry 1 give?
A: -9.0 eV


Q: Look up the ΔE to the lowest compared entry with this formula, charge and spin of the first one.
A: 655.5 kJ/mol